1.
Computed, not measured: a structure of composition C20H11Cl2N2O8Ti, with the ωB97M-V functional and the def2-TZVPD basis.

XYZ file:
```
44
Properties=species:S:1:pos:R:3:lowdin_spin:R:1
Ti 0.25 0.31 -1.12 0.903
O -2.51 2.91 -2.53 0.001
C -1.91 1.96 -2.08 0.001
O -0.63 1.87 -1.88 0.002
C -2.65 0.70 -1.68 0.008
C -4.03 0.62 -1.66 -0.002
C -4.61 -0.57 -1.25 0.009
C -3.79 -1.63 -0.87 -0.002
C -2.42 -1.46 -0.91 0.008
N -1.86 -0.31 -1.30 0.001
H -4.60 1.49 -1.97 0.000
H -5.68 -0.67 -1.22 0.001
H -4.21 -2.57 -0.54 0.000
H -1.74 -2.24 -0.59 0.000
Cl 2.18 -6.56 -3.18 -0.001
C 1.78 -5.04 -2.44 -0.001
C 1.69 -4.96 -1.05 0.007
C 1.37 -3.78 -0.43 -0.002
Cl 1.25 -3.70 1.29 -0.001
C 1.12 -2.60 -1.19 0.006
O 0.81 -1.49 -0.59 -0.004
C 1.23 -2.71 -2.59 0.001
C 1.02 -1.55 -3.42 0.030
O 0.74 -0.43 -3.01 0.005
C 1.56 -3.93 -3.21 0.005
H 1.87 -5.84 -0.45 0.000
H 1.10 -1.71 -4.50 0.001
H 1.63 -3.97 -4.29 0.000
O 1.67 1.56 -0.22 0.013
C 0.93 1.60 0.81 0.006
O -0.13 0.92 0.84 0.001
C 1.32 2.46 1.96 0.000
C 2.46 3.26 1.88 0.000
C 2.82 4.06 2.95 0.000
C 2.06 4.06 4.10 0.000
C 0.93 3.26 4.16 0.000
C 0.54 2.45 3.11 0.000
N 0.12 3.26 5.39 0.000
O 0.47 3.99 6.30 0.000
O -0.85 2.53 5.43 0.000
H 3.04 3.24 0.97 0.000
H 3.70 4.68 2.88 0.000
H 2.31 4.67 4.96 0.000
H -0.34 1.83 3.17 0.000
```

As for the spin multiplicity: 2. The value obtained for the lowest unoccupied orbital energy (spin up / spin down) is -0.0356 / -0.0412 Ha. As for the expectation value of S²: 0.75. Its molar mass is 526.09 g/mol. The value obtained for the total energy is -88442.006 eV. The highest occupied orbital energy (spin up / spin down) comes out at -8.39 / -9.07 eV. The calculation puts the HOMO-LUMO gap (spin up / spin down) at 7.42 / 7.94 eV.

***

2.
Computed, not measured: a structure of composition C20H11Cl2N2O8Ti, with the ωB97M-V functional and the def2-TZVPD basis.

XYZ file:
```
44
Properties=species:S:1:pos:R:3:lowdin_spin:R:1
Ti -0.35 1.07 0.22 0.858
O 0.65 4.93 1.04 0.002
C 0.36 3.76 1.09 0.001
O 0.44 2.88 0.13 -0.001
C -0.17 3.16 2.37 0.009
C -0.22 3.86 3.56 -0.002
C -0.72 3.22 4.68 0.009
C -1.15 1.91 4.58 -0.002
C -1.08 1.28 3.35 0.008
N -0.60 1.90 2.27 0.004
H 0.13 4.89 3.57 0.000
H -0.77 3.74 5.63 0.001
H -1.54 1.37 5.43 0.000
H -1.40 0.26 3.21 0.000
Cl -6.04 -3.36 -0.97 -0.002
C -4.63 -2.50 -0.46 -0.002
C -3.77 -3.09 0.48 0.016
C -2.65 -2.44 0.90 -0.003
Cl -1.60 -3.16 2.07 -0.002
C -2.29 -1.16 0.40 0.016
O -1.20 -0.57 0.79 0.002
C -3.20 -0.58 -0.53 0.003
C -2.99 0.76 -0.99 0.061
O -2.04 1.50 -0.61 -0.010
C -4.35 -1.26 -0.96 0.011
H -4.00 -4.07 0.87 0.001
H -3.71 1.17 -1.70 0.002
H -5.02 -0.79 -1.67 0.000
O 1.62 0.22 0.39 0.006
C 1.56 -0.02 -0.85 0.005
O 0.52 0.30 -1.50 0.006
C 2.70 -0.67 -1.55 0.000
C 3.86 -0.99 -0.85 0.000
C 4.92 -1.60 -1.51 0.000
C 4.83 -1.89 -2.86 0.000
C 3.66 -1.56 -3.53 0.000
C 2.59 -0.95 -2.90 0.000
N 3.55 -1.87 -4.97 0.000
O 4.51 -2.40 -5.50 0.000
O 2.51 -1.59 -5.53 0.000
H 3.91 -0.76 0.21 0.000
H 5.82 -1.85 -0.96 0.000
H 5.63 -2.36 -3.40 0.000
H 1.70 -0.70 -3.45 0.000
```

As for the spin multiplicity: 2. The value obtained for the lowest unoccupied orbital energy (spin up / spin down) is -0.0413 / -0.0481 Ha. As for the expectation value of S²: 0.76. Its molar mass is 526.09 g/mol. The value obtained for the total energy is -88441.933 eV. The highest occupied orbital energy (spin up / spin down) comes out at -8.17 / -9.12 eV. The calculation puts the HOMO-LUMO gap (spin up / spin down) at 7.04 / 7.81 eV.

***

3.
Computed, not measured: a structure of composition C20H12AlN5OS2, with the ωB97M-V functional and the def2-TZVPD basis.

XYZ file:
```
41
Properties=species:S:1:pos:R:3:mulliken_charge:R:1
Al 0.58 0.46 -0.63 0.349
O 1.68 4.20 -1.09 -0.718
C 1.63 2.98 -1.06 0.244
N 0.53 2.23 -1.23 0.353
C -0.70 2.94 -1.44 -0.638
C -1.83 2.05 -1.07 0.393
C -3.14 2.50 -0.96 -0.805
C -4.13 1.60 -0.63 -0.236
C -3.80 0.26 -0.47 -0.935
C -2.48 -0.11 -0.61 0.132
N -1.51 0.77 -0.88 0.023
C 2.84 2.14 -0.85 0.292
C 4.10 2.70 -0.77 -0.629
C 5.19 1.86 -0.62 -0.248
C 4.96 0.49 -0.54 -0.791
C 3.66 0.02 -0.62 0.018
N 2.62 0.83 -0.77 0.054
H -0.69 3.87 -0.85 0.389
H -0.80 3.24 -2.50 0.256
H -3.35 3.54 -1.13 0.450
H -5.15 1.94 -0.50 0.434
H -4.54 -0.48 -0.24 0.433
H -2.18 -1.14 -0.51 0.399
H 4.19 3.78 -0.83 0.482
H 6.19 2.25 -0.57 0.450
H 5.78 -0.20 -0.42 0.387
H 3.44 -1.04 -0.56 0.454
S 0.50 0.11 1.60 -0.385
C -0.19 -1.49 1.42 0.796
C -0.80 -2.03 2.54 -1.090
C -1.34 -3.32 2.53 0.505
C -1.90 -3.82 3.72 -0.209
N -2.34 -4.19 4.71 -0.504
C -1.28 -4.08 1.35 0.360
C -0.69 -3.53 0.22 -0.521
C -0.13 -2.25 0.23 0.115
S 0.63 -1.70 -1.26 -0.403
C -1.81 -5.39 1.30 -0.192
N -2.24 -6.45 1.24 -0.501
H -0.85 -1.44 3.44 0.524
H -0.65 -4.10 -0.69 0.516
```

The value obtained for the lowest unoccupied orbital energy is -0.0204 Ha. Its molar mass is 429.47 g/mol. The value obtained for the total energy is -58705.846 eV. The highest occupied orbital energy comes out at -8.23 eV. The calculation puts the HOMO-LUMO gap at 7.67 eV.

***

4.
Computed, not measured: a structure of composition C20H12Co2NO6, with the ωB97M-V functional and the def2-TZVPD basis.

XYZ file:
```
41
Properties=species:S:1:pos:R:3:mulliken_charge:R:1
O -4.22 -1.23 -0.05 -0.425
C -3.51 -0.34 0.19 0.137
Co -2.45 0.96 0.74 0.236
C -3.36 2.45 0.89 0.101
O -3.99 3.42 1.02 -0.402
C -2.03 0.43 2.36 0.088
O -1.63 0.11 3.40 -0.400
C -0.59 1.64 0.12 2.037
C 0.10 2.39 1.15 0.304
C -0.40 3.62 1.64 -0.297
C 0.04 4.10 2.87 -0.539
C 1.05 3.42 3.56 -0.456
C 1.71 2.34 2.96 -0.547
C 1.29 1.86 1.72 -0.470
C -0.12 0.48 -0.58 -0.713
C 0.42 -0.69 -0.25 -1.024
Co -0.94 1.63 -1.62 -0.192
C 0.29 1.72 -2.90 -0.048
O 1.06 1.75 -3.76 -0.407
C -1.73 3.21 -1.71 0.424
O -2.24 4.23 -1.88 -0.396
C -2.23 0.59 -2.35 -0.018
O -3.01 0.09 -3.04 -0.374
H -1.18 4.15 1.05 0.331
H -0.43 5.00 3.29 0.340
H 1.35 3.76 4.54 0.350
H 2.56 1.85 3.45 0.362
H 1.82 1.06 1.21 0.449
H 0.73 -1.42 -0.99 0.404
H 0.53 -0.97 0.81 0.312
N 1.38 -3.31 -1.10 -0.257
C 2.46 -3.85 -0.54 -0.176
C 2.98 -5.08 -0.98 -0.659
C 2.34 -5.74 -2.04 -0.100
C 1.19 -5.17 -2.58 -0.677
C 0.74 -3.94 -2.08 -0.132
H 2.93 -3.30 0.28 0.392
H 3.88 -5.47 -0.50 0.327
H 2.73 -6.68 -2.42 0.355
H 0.63 -5.63 -3.39 0.328
H -0.16 -3.45 -2.48 0.431
```

The value obtained for the lowest unoccupied orbital energy is 0.0950 Ha. Its total charge is -1. Its molar mass is 480.18 g/mol. The value obtained for the total energy is -109961.521 eV. The highest occupied orbital energy comes out at -3.77 eV. The calculation puts the HOMO-LUMO gap at 6.36 eV.

***

5.
Computed, not measured: a structure of composition C20H12N6O4S5Yb, with the ωB97M-V functional and the def2-TZVPD basis.

XYZ file:
```
48
Properties=species:S:1:pos:R:3:mulliken_charge:R:1
Yb 0.68 -0.52 0.15 0.513
C -0.89 -2.05 -4.56 -0.732
S -2.16 -2.28 -3.28 -0.111
C -1.19 -2.41 -1.82 0.509
S 0.53 -2.55 -1.78 -0.464
N -2.08 -2.24 -0.78 -1.404
N -1.54 -1.84 0.38 0.902
C -2.05 -2.05 1.55 -1.376
C -1.45 -1.63 2.79 1.291
C -2.40 -1.27 3.74 -0.713
C -2.09 -0.71 5.01 -0.498
C -0.77 -0.48 5.26 -0.658
C 0.29 -0.63 4.23 -0.249
N -0.14 -1.48 2.98 0.148
H -1.34 -2.24 -5.54 0.347
H -0.03 -2.66 -4.37 0.307
H -0.48 -1.04 -4.58 0.130
H -3.00 -2.50 1.69 0.448
H -3.45 -1.45 3.53 0.300
H -2.83 -0.49 5.78 0.360
H -0.51 -0.17 6.30 0.261
H 1.19 -1.13 4.68 0.495
S 2.37 -1.82 1.98 -0.443
C 0.76 0.73 3.76 0.834
S 0.20 1.56 2.37 -0.471
C 1.67 1.37 4.63 0.516
C 2.50 2.45 4.15 -0.295
N 3.23 3.31 3.86 -0.637
C 1.86 0.90 5.92 0.021
N 1.94 0.58 7.07 -0.701
O 2.35 0.41 -1.02 -0.512
C 2.30 0.57 -2.27 -0.288
C 1.26 1.27 -2.95 1.031
C 1.61 1.95 -4.11 -0.821
C 0.52 2.67 -4.73 -0.174
C -0.79 2.70 -4.20 -0.235
C -1.07 2.05 -3.05 -0.679
C -0.07 1.35 -2.36 0.487
O -0.36 0.80 -1.24 -0.525
N 0.67 3.18 -6.06 0.955
O -0.31 3.76 -6.53 -0.664
O 1.75 2.95 -6.63 -0.654
H 3.05 0.15 -2.97 0.263
H 2.58 1.94 -4.60 0.443
H -1.52 3.24 -4.79 0.469
H -2.03 2.17 -2.51 0.352
S 0.46 -4.04 2.41 -0.369
C 0.81 -2.40 2.50 0.292
```

The value obtained for the lowest unoccupied orbital energy is 0.1303 Ha. Its total charge is -2. Its molar mass is 733.73 g/mol. The value obtained for the total energy is -123770.769 eV. The highest occupied orbital energy comes out at -1.63 eV. The calculation puts the HOMO-LUMO gap at 5.18 eV.

***

The highest total energy belongs to which entry?
C20H12AlN5OS2

***

Which of these has the highest molar mass?
C20H12N6O4S5Yb